{"formula": "C20H60N6O9", "method": "ωB97M-V/def2-TZVPD", "elements": ["C", "C", "O", "H", "H", "H", "H", "H", "H", "C", "C", "O", "H", "H", "H", "H", "H", "H", "C", "C", "O", "H", "H", "H", "H", "H", "H", "C", "C", "O", "H", "H", "H", "H", "H", "H", "C", "C", "O", "H", "H", "H", "H", "H", "H", "C", "O", "N", "N", "H", "H", "H", "H", "C", "O", "N", "N", "H", "H", "H", "H", "C", "C", "C", "O", "C", "N", "H", "H", "H", "H", "H", "H", "H", "H", "H", "H", "H", "C", "C", "C", "O", "C", "N", "H", "H", "H", "H", "H", "H", "H", "H", "H", "H", "H"], "positions_angstrom": [[-17.5158, -16.1112, 1.0039], [-16.6678, -14.9466, 1.4329], [-15.4562, -15.3131, 1.9798], [-18.3297, -15.7789, 0.3803], [-17.9964, -16.7327, 1.8290], [-16.8866, -16.7474, 0.3558], [-17.2038, -14.4121, 2.2215], [-16.6102, -14.2437, 0.5673], [-14.8788, -14.5643, 2.2448], [-9.7481, -11.2948, -1.9210], [-10.8724, -10.8722, -1.0059], [-11.4610, -11.9435, -0.3549], [-9.0112, -11.9149, -1.3566], [-9.2564, -10.3622, -2.3433], [-10.1870, -11.9189, -2.7016], [-11.5694, -10.2711, -1.6841], [-10.4676, -10.2330, -0.2546], [-11.8989, -12.4807, -1.0379], [-14.7661, -18.8246, 2.7947], [-14.1238, -18.7805, 1.3796], [-13.4125, -17.5227, 1.2624], [-15.7511, -18.3695, 2.8188], [-14.1053, -18.3731, 3.5407], [-14.9014, -19.8543, 3.1266], [-14.8575, -18.9379, 0.6188], [-13.4474, -19.6200, 1.1683], [-14.0008, -16.7956, 1.5695], [-9.8195, -17.7902, 0.2679], [-10.0254, -16.4420, -0.3222], [-11.4444, -16.1284, -0.3108], [-10.2503, -17.8994, 1.2218], [-8.7517, -17.9231, 0.3803], [-10.1256, -18.5953, -0.3263], [-9.8084, -16.4202, -1.4274], [-9.4962, -15.5974, 0.2870], [-12.0398, -16.6616, 0.2886], [-14.4895, -13.4706, -2.8462], [-13.8733, -14.5066, -1.9116], [-12.4962, -14.3317, -1.9626], [-14.8039, -13.9702, -3.7519], [-13.7381, -12.7458, -3.0131], [-15.2622, -12.8668, -2.3623], [-14.1890, -15.4648, -2.2610], [-14.2538, -14.4037, -0.8698], [-12.0100, -15.0812, -1.5471], [-12.8356, -12.7493, 2.3082], [-13.9032, -13.0502, 2.8329], [-12.0201, -13.6310, 1.6642], [-12.3488, -11.4870, 2.5481], [-12.4567, -14.4858, 1.2721], [-11.4472, -13.1310, 1.0300], [-12.0178, -10.8668, 1.8836], [-13.0749, -10.9843, 2.9658], [-14.7767, -17.7754, -3.0056], [-15.8845, -17.7638, -2.5424], [-13.6027, -18.0190, -2.2114], [-14.3611, -17.7716, -4.3338], [-13.6796, -17.9753, -1.2340], [-12.7976, -17.4934, -2.5378], [-14.9788, -17.4951, -5.0622], [-13.3529, -17.7901, -4.4456], [-12.1679, -15.0208, -5.3664], [-11.0752, -16.0978, -5.5401], [-9.8484, -15.3066, -5.8627], [-8.7635, -16.1238, -6.0082], [-7.5814, -15.6389, -5.4621], [-11.0104, -16.9155, -4.2270], [-13.1476, -15.4397, -5.1297], [-12.2908, -14.4342, -6.2459], [-11.7992, -14.2783, -4.5778], [-11.3815, -16.7863, -6.3777], [-9.6576, -14.6232, -5.0168], [-10.0170, -14.6356, -6.7447], [-7.5257, -14.5654, -5.6094], [-6.7355, -16.1571, -5.9068], [-7.6030, -15.8241, -4.4106], [-10.1121, -17.4196, -4.2537], [-10.8971, -16.2181, -3.4719], [-16.7255, -10.8567, -0.2146], [-15.7794, -10.6654, 1.0023], [-15.5619, -9.1779, 1.3326], [-14.5056, -9.0373, 2.2266], [-13.9896, -7.6761, 2.2413], [-16.2706, -11.4715, 2.1103], [-16.5326, -10.1520, -1.0306], [-17.7330, -10.5392, 0.0826], [-16.6980, -11.9232, -0.5244], [-14.8770, -11.0975, 0.6754], [-16.4732, -8.6852, 1.6789], [-15.3033, -8.5629, 0.4535], [-14.7967, -6.9845, 2.6899], [-13.6922, -7.3840, 1.2278], [-13.1087, -7.6612, 2.8703], [-15.4608, -11.7597, 2.6438], [-16.8677, -11.0132, 2.8171]], "orbital_gap_ev": 9.3, "energy_ha": -1803.67523, "e_homo_ev": -8.87, "e_lumo_ha": 0.0170, "smiles": "COC[C@H](C)N.COC[C@H](C)N.NC(N)=O.NC(N)=O.CCO.CCO.CCO.CCO.CCO", "relative_energy_kcal_mol": 0.00}

---

{"formula": "C20H60O10", "method": "ωB97M-V/def2-TZVPD", "elements": ["C", "C", "O", "H", "H", "H", "H", "H", "H", "C", "C", "O", "H", "H", "H", "H", "H", "H", "C", "C", "O", "H", "H", "H", "H", "H", "H", "C", "C", "O", "H", "H", "H", "H", "H", "H", "C", "C", "O", "H", "H", "H", "H", "H", "H", "C", "C", "O", "H", "H", "H", "H", "H", "H", "C", "C", "O", "H", "H", "H", "H", "H", "H", "C", "C", "O", "H", "H", "H", "H", "H", "H", "C", "C", "O", "H", "H", "H", "H", "H", "H", "C", "C", "O", "H", "H", "H", "H", "H", "H"], "positions_angstrom": [[0.5732, 3.2456, 1.9726], [0.6672, 4.4937, 2.7818], [-0.4193, 5.3824, 2.5056], [0.3358, 3.4647, 0.9306], [-0.0969, 2.4679, 2.3552], [1.4929, 2.6469, 1.9790], [1.6643, 4.9344, 2.6434], [0.6675, 4.3111, 3.8614], [-0.1048, 6.0380, 1.8760], [0.8426, 3.4357, -2.5356], [2.2991, 3.5892, -2.9898], [3.1282, 2.7912, -2.1590], [0.6352, 2.4152, -2.1874], [0.0683, 3.6177, -3.2738], [0.7059, 4.0064, -1.6136], [2.4810, 4.6646, -2.9316], [2.3986, 3.2440, -4.0209], [4.0110, 2.8302, -2.5454], [4.4996, 1.1947, 1.9779], [3.6167, 1.2999, 0.7497], [4.1876, 0.5946, -0.3348], [4.6830, 0.1376, 2.1907], [4.0937, 1.6689, 2.8669], [5.4975, 1.5724, 1.7449], [3.4467, 2.3180, 0.3798], [2.5899, 1.0067, 1.0101], [3.8868, 0.9783, -1.1641], [4.0261, -1.7511, -3.8926], [3.0205, -1.6917, -2.7538], [1.7416, -2.1351, -3.2346], [3.7625, -1.0095, -4.6476], [3.9821, -2.7369, -4.3524], [5.0245, -1.5277, -3.5192], [2.8682, -0.6636, -2.4208], [3.3494, -2.3384, -1.9404], [1.2118, -2.2906, -2.4410], [4.0322, -3.1670, 0.7579], [2.5263, -3.2213, 0.7284], [1.9891, -4.3884, 1.3538], [4.3667, -3.1286, 1.7956], [4.3642, -2.2133, 0.3318], [4.5437, -3.9539, 0.2050], [2.0551, -3.1211, -0.2597], [2.1394, -2.2938, 1.1651], [1.9835, -5.0719, 0.6766], [-1.2691, 0.5520, -0.0989], [-0.1230, -0.4182, -0.2690], [-0.5971, -1.5700, -0.9964], [-1.0210, 1.5172, 0.3531], [-1.9944, 0.1219, 0.5963], [-1.7556, 0.7819, -1.0477], [0.2396, -0.8074, 0.6900], [0.6763, -0.0195, -0.8982], [-1.2978, -1.9235, -0.4265], [-3.3463, 3.7561, -1.3001], [-3.0503, 3.1062, -2.6411], [-3.5736, 1.7883, -2.6698], [-3.0708, 4.8183, -1.2855], [-2.7049, 3.3063, -0.5430], [-4.4233, 3.7732, -1.1458], [-1.9861, 3.0493, -2.8594], [-3.5021, 3.6959, -3.4480], [-4.4578, 1.7096, -3.0282], [-2.4642, -0.6232, 3.4686], [-2.8321, 0.8357, 3.5074], [-2.1044, 1.4615, 4.5746], [-2.4499, -0.9548, 4.5111], [-1.4744, -0.7970, 3.0482], [-3.2487, -1.2182, 3.0049], [-3.8870, 0.9259, 3.7849], [-2.6627, 1.3667, 2.5716], [-2.5317, 2.2765, 4.8444], [-4.7177, -3.0836, -0.8741], [-3.9702, -2.2022, -1.8576], [-4.8150, -1.5883, -2.8050], [-5.4679, -2.5256, -0.3018], [-4.0423, -3.4988, -0.1232], [-5.2665, -3.9164, -1.3173], [-3.2607, -2.8663, -2.3672], [-3.4089, -1.4591, -1.2841], [-4.3734, -0.8093, -3.1510], [-1.9400, -4.1776, 2.9025], [-1.6386, -4.9449, 1.6110], [-1.2556, -4.0152, 0.5690], [-2.8178, -3.5550, 2.7420], [-1.0944, -3.5628, 3.1999], [-2.1938, -4.9292, 3.6550], [-2.5513, -5.3907, 1.2119], [-0.8185, -5.6588, 1.6916], [-0.2929, -3.9736, 0.5792]], "orbital_gap_ev": 10.3, "energy_ha": -1550.26272, "e_homo_ev": -9.84, "e_lumo_ha": 0.0153, "smiles": "CCO.CCO.CCO.CCO.CCO.CCO.CCO.CCO.CCO.CCO", "relative_energy_kcal_mol": 46.14}

---

| no. | strongest force on any atom (eV/Å) |
| --- | --- |
| 1 | 2.9 |
| 2 | 1.7 |